Molecular formula: C7H6ClNOS
Method: DFT, wB97M-V/def2-TZVPD

Structure (ORCA input):
```
! RIJCOSX wB97M-V def2-TZVPD def2/J DEFGRID3
* xyz 0 1
C 2.10419 -0.45065 -1.74065
C 1.91427 0.52399 -0.80430
C 1.09441 -1.36991 -2.04074
C 0.82397 0.59628 0.19243
C 0.09508 -0.47757 -0.28237
C -2.18617 0.02308 1.08861
C -1.65063 0.22060 2.30373
N 0.09682 -1.29728 -1.19501
O -2.80532 0.88295 0.24303
S 0.71672 1.86085 1.28561
Cl -0.89333 -1.14487 3.17647
H 2.90814 -0.47267 -2.31942
H 2.69191 1.18889 -0.86582
H 1.08444 -2.03202 -2.83050
H -2.20137 -0.87146 0.60012
H -1.49040 1.08487 2.93410
H -2.30273 1.73492 0.25471
*
```

- Gap between HOMO and LUMO: 0.249 Eh

=====

Molecular formula: C39H78Cl30O6
Method: DFT, wB97M-V/def2-TZVPD

Structure (ORCA input):
```
! RIJCOSX wB97M-V def2-TZVPD def2/J DEFGRID3
* xyz 0 1
C 4.98630 2.59570 -0.74165
C 5.18285 4.10036 -0.41963
C 4.83846 4.76869 -1.75682
O 4.96018 3.77905 -2.77761
C 5.39402 2.56584 -2.23942
H 3.92671 2.24544 -0.61539
H 5.62701 1.84457 -0.25295
H 6.27102 4.18583 -0.13942
H 4.64640 4.53787 0.41431
H 5.37871 5.67008 -1.84485
H 3.82460 5.15700 -1.76199
H 6.46295 2.50478 -2.40011
H 4.98943 1.72226 -2.83925
C -1.81033 0.36612 4.81027
C -2.49229 -0.35741 6.00691
C -2.02527 0.45802 7.16764
O -0.84815 1.18955 6.73997
C -1.20804 1.61654 5.39176
H -2.49956 0.56620 3.98645
H -0.99331 -0.17275 4.37612
H -2.12841 -1.37749 6.05060
H -3.53277 -0.57835 6.08748
H -1.71170 -0.14777 8.02380
H -2.67707 1.23538 7.50411
H -0.32271 2.00845 4.94851
H -1.96405 2.46014 5.52351
C -8.55814 1.92739 0.08781
C -7.91962 1.70623 -1.30065
C -6.95773 0.56786 -0.98256
O -7.35551 -0.13921 0.23822
C -8.61074 0.48980 0.69480
H -9.58753 2.41069 0.06851
H -7.94421 2.53937 0.72775
H -7.36775 2.58370 -1.65088
H -8.67674 1.51998 -2.03488
H -5.92573 0.87037 -0.70348
H -6.79015 -0.10082 -1.81642
H -8.67999 0.43175 1.78578
H -9.40235 -0.21129 0.33953
C 1.11032 -6.28382 -3.75716
C 2.41123 -6.77101 -4.45750
C 3.55473 -6.48815 -3.43580
O 2.91511 -6.18562 -2.20595
C 1.73329 -5.42716 -2.57919
H 0.63321 -7.11542 -3.29088
H 0.31660 -5.81819 -4.39483
H 2.63913 -6.24315 -5.39584
H 2.38852 -7.89359 -4.77829
H 4.25499 -5.69127 -3.79526
H 4.26485 -7.29196 -3.35925
H 2.04773 -4.45921 -3.01645
H 1.02042 -5.37852 -1.76192
C -2.18996 6.56124 -2.35636
C -2.68050 5.66356 -3.55450
C -1.34098 5.29022 -4.19672
O -0.29119 5.65486 -3.27944
C -0.92757 5.90369 -2.02488
H -2.85310 6.62424 -1.55992
H -2.14504 7.59979 -2.68031
H -3.27691 6.09887 -4.36739
H -3.24770 4.79540 -3.16306
H -1.26711 5.84295 -5.14681
H -1.13385 4.22986 -4.36625
H -0.18695 6.48769 -1.49973
H -1.09172 4.91717 -1.56688
C 1.47997 -0.64294 -0.17717
C 0.38189 -0.01078 0.59171
C -0.62523 -1.13333 0.82790
O -0.51155 -1.94414 -0.35733
C 0.57708 -1.45292 -1.12195
H 2.12925 -1.30390 0.44715
H 2.14102 0.13055 -0.60589
H -0.06675 0.82915 0.04335
H 0.58341 0.40828 1.57958
H -1.63975 -0.84202 0.96846
H -0.39765 -1.64461 1.72396
H 0.25593 -0.87215 -1.93764
H 1.01090 -2.37834 -1.49087
C 1.55520 -4.17789 -7.84779
Cl 2.36000 -5.80977 -8.05555
Cl 2.12270 -3.42737 -6.33289
H 1.77768 -3.57360 -8.72794
H 0.47512 -4.31666 -7.73123
C 4.56048 -4.45840 6.13652
Cl 3.21363 -5.27045 5.39149
Cl 4.56905 -2.77595 5.89258
H 4.56584 -4.64294 7.20079
H 5.44318 -4.81751 5.75172
C -5.07634 -0.27316 2.61403
Cl -3.90249 0.63373 1.60787
Cl -5.84940 0.76850 3.80320
H -5.86459 -0.61396 2.02313
H -4.47702 -1.02807 3.10501
C 1.42025 3.66116 1.93210
Cl 1.53696 3.45740 0.16764
Cl -0.16340 3.31979 2.65455
H 2.07160 2.90706 2.40169
H 1.85616 4.58174 2.19696
C 5.22379 0.83950 2.44686
Cl 6.82150 1.54448 2.81490
Cl 5.39087 -0.57563 1.41529
H 4.54700 0.66433 3.28434
H 4.71220 1.55096 1.81489
C -1.31890 -2.95525 -4.05006
Cl -1.39563 -1.28319 -4.69087
Cl -1.79259 -4.07629 -5.31870
H -0.27690 -3.24832 -3.86944
H -1.99529 -3.06174 -3.19470
C -4.85620 -3.00368 -1.31945
Cl -3.72593 -2.55530 -0.04183
Cl -4.64176 -1.95685 -2.71259
H -4.77362 -4.04179 -1.61717
H -5.89544 -2.82052 -1.01022
C 1.48392 5.67800 5.68784
Cl 2.61520 4.37482 5.19733
Cl 1.02998 6.75766 4.33063
H 0.54840 5.18858 5.93751
H 1.99694 6.19469 6.48870
C 2.33721 1.19153 6.77883
Cl 4.05287 1.69967 7.00895
Cl 2.28806 0.40094 5.17049
H 2.09690 0.48525 7.53544
H 1.72058 2.09849 6.75522
C 0.82567 -2.86561 4.89563
Cl -0.66620 -3.08724 3.97519
Cl 0.68155 -2.94369 6.65401
H 1.60847 -3.58614 4.64935
H 1.15159 -1.82151 4.64834
C 3.17350 -4.10509 0.31863
Cl 4.21490 -3.33994 -0.99030
Cl 3.64177 -3.51094 1.94359
H 2.13116 -3.90036 0.31463
H 3.40454 -5.16541 0.27194
C -3.51283 1.54902 -2.10635
Cl -1.88221 2.18219 -2.32293
Cl -4.45970 1.77168 -3.46288
H -3.39066 0.47985 -1.94705
H -4.02759 1.89080 -1.19771
C 2.89667 0.11729 -4.93068
Cl 3.17001 -1.23534 -3.93224
Cl 4.44458 0.98977 -5.26204
H 2.45617 -0.24243 -5.82648
H 2.29069 0.81121 -4.43309
C 1.96465 3.54274 -4.52464
Cl 1.33068 2.59817 -3.19619
Cl 1.44336 2.97299 -6.15660
H 1.58103 4.58080 -4.43168
H 3.04153 3.57054 -4.58577
C -1.33591 -5.03605 0.73315
Cl -1.99161 -5.90571 -0.72405
Cl 0.19051 -5.72332 1.38465
H -1.20244 -4.02504 0.44946
H -2.03648 -5.10244 1.56956
*
```

- Gap between HOMO and LUMO: 0.354 Eh

=====

The lowest gap between HOMO and LUMO belongs to which entry? C7H6ClNOS

=====

Which value of gap between HOMO and LUMO does entry 2 give? 0.354 Eh

=====

Number 1 is which compound? C7H6ClNOS

=====

Which formula does entry 1 have? C7H6ClNOS